ORCA calculation (ωB97M-V/def2-TZVPD) on the molecule C10H12F4S.

The spin multiplicity is 1. The HOMO energy comes out at -0.34338 hartree. As for the HOMO-LUMO gap: 9.93 eV. As for the SMILES: FC1(F)S[C@H]2CC/C=C\CC[C@@H]2C1(F)F. The total energy is -32268.409 eV. The calculation puts the energy above the lowest of the compared OMol25 structures with the same formula, charge and spin at 0.00 kJ/mol. The molecular weight comes out at 240.27 g/mol.

Each line ends with the Löwdin charge.
Geometry (Å):
F 0.052587 1.891566 -3.168465  0.0485
C -0.927674 1.936501 -2.185389  -0.6365
F -1.892883 2.753575 -2.633270  0.0546
S -0.381939 2.778044 -0.617393  1.0381
C 0.042640 1.168755 0.155602  -0.4850
C -0.608643 0.953419 1.565403  -0.2370
C 0.221971 0.089085 2.428499  -0.2156
C 0.009874 -1.366954 1.968354  -0.0800
C 0.701793 -2.045044 0.965461  -0.0830
C 1.701609 -1.436760 -0.024315  -0.1840
C 0.939872 -0.878776 -1.258341  -0.1016
C -0.404019 -0.106870 -0.744103  -0.1674
C -1.329498 0.495277 -1.797784  -0.4636
F -2.522700 0.564440 -1.227253  0.1376
F -1.349818 -0.500051 -2.788986  0.0730
H 1.134573 1.193797 0.333598  0.0965
H -0.664296 1.938184 2.170960  0.1323
H -1.627834 0.599773 1.395121  0.1179
H 1.287431 0.246381 2.371463  0.1019
H 0.070590 0.265336 3.515554  0.1221
H -0.779134 -1.841194 2.477679  0.0819
H 0.433644 -3.094962 0.949210  0.0943
H 2.527003 -2.157362 -0.298976  0.1256
H 2.261482 -0.684505 0.460186  0.0729
H 0.555251 -1.714293 -1.872293  0.1121
H 1.566063 -0.248781 -1.929585  0.1250
H -1.017945 -0.798582 -0.210935  0.1196

Cartesian forces, eV/Å:
F -0.820 -0.100 0.927
C 1.338 1.098 0.043
F -0.466 -0.661 -0.746
S -0.172 -1.791 -0.834
C -0.208 -1.420 1.296
C 0.061 3.730 0.127
C 0.486 -2.512 0.361
C 2.766 -0.134 -1.606
C -1.121 1.445 2.567
C -0.315 -1.473 -0.208
C -1.723 0.209 0.011
C 3.362 2.617 -0.864
C 1.751 -2.191 0.014
F -1.582 0.184 -0.082
F -0.694 1.774 -0.130
H -0.544 -0.210 -0.410
H -0.240 -1.041 -1.393
H 0.029 -0.011 0.383
H 0.478 0.658 -0.578
H -0.613 -0.550 -0.648
H -0.738 -1.038 0.536
H 0.053 -0.060 -0.689
H -1.202 0.394 -0.054
H 0.383 1.262 0.627
H 0.345 0.287 0.249
H -0.417 -0.249 0.660
H -0.197 -0.220 0.439